[1]
DFT (ωB97M-V/def2-TZVPD) results for a cluster of 12 separate species, C30H59N11O6 in total in a non-equilibrium geometry.

Each atom is followed by the atoms it is bonded to, with distances in Å.
Geometry (Å):
1 C 4.54 -5.25 -0.21  O2 1.211, N3 1.351, H6 1.104
2 O 5.07 -6.29 -0.53  C1 1.211
3 N 3.60 -4.60 -0.93  C1 1.351, C4 1.446, C5 1.451
4 C 3.15 -5.13 -2.20  N3 1.446, H7 1.085, H8 1.095, H9 1.095
5 C 2.82 -3.50 -0.39  N3 1.451, H10 1.090, H11 1.089, H12 1.092
6 H 4.75 -4.68 0.71  C1 1.104
7 H 3.67 -6.04 -2.47  C4 1.085
8 H 3.30 -4.41 -3.01  C4 1.095
9 H 2.07 -5.31 -2.17  C4 1.095
10 H 3.40 -3.07 0.43  C5 1.090
11 H 2.65 -2.72 -1.13  C5 1.089
12 H 1.88 -3.81 0.05  C5 1.092
13 C -3.02 0.42 -1.29  O14 1.220, N15 1.349, H18 1.102
14 O -2.06 1.09 -0.94  C13 1.220
15 N -3.15 -0.19 -2.49  C13 1.349, C16 1.453, C17 1.455
16 C -2.16 -0.15 -3.55  N15 1.453, H19 1.090, H20 1.092, H21 1.091
17 C -4.39 -0.86 -2.84  N15 1.455, H22 1.093, H23 1.088, H24 1.091
18 H -3.88 0.23 -0.64  C13 1.102
19 H -1.21 0.28 -3.23  C16 1.090
20 H -2.54 0.47 -4.37  C16 1.092
21 H -1.96 -1.19 -3.83  C16 1.091
22 H -4.20 -1.93 -3.01  C17 1.093
23 H -5.13 -0.79 -2.05  C17 1.088
24 H -4.79 -0.43 -3.76  C17 1.091
25 C -1.64 -4.32 -3.78  O26 1.215, N27 1.350, H30 1.108
26 O -2.51 -4.98 -3.24  C25 1.215
27 N -0.80 -3.46 -3.17  C25 1.350, C28 1.440, C29 1.456
28 C 0.36 -2.90 -3.82  N27 1.440, H31 1.094, H32 1.088, H33 1.095
29 C -1.01 -3.08 -1.78  N27 1.456, H34 1.091, H35 1.085, H36 1.096
30 H -1.49 -4.34 -4.88  C25 1.108
31 H 0.34 -1.81 -3.74  C28 1.094
32 H 0.47 -3.23 -4.85  C28 1.088
33 H 1.26 -3.20 -3.28  C28 1.095
34 H -0.70 -2.05 -1.62  C29 1.091
35 H -2.02 -3.25 -1.42  C29 1.085
36 H -0.32 -3.69 -1.18  C29 1.096
37 C -1.01 5.88 -2.62  O38 1.219, N39 1.341, H42 1.102
38 O -1.65 6.58 -3.38  C37 1.219
39 N -1.13 4.56 -2.44  C37 1.341, C40 1.456, C41 1.440
40 C -2.19 3.74 -3.02  N39 1.456, H43 1.085, H44 1.088, H45 1.091
41 C -0.16 3.84 -1.65  N39 1.440, H46 1.098, H47 1.092, H48 1.090
42 H -0.17 6.33 -2.05  C37 1.102
43 H -2.59 4.24 -3.90  C40 1.085
44 H -2.94 3.47 -2.28  C40 1.088
45 H -1.71 2.81 -3.32  C40 1.091
46 H -0.57 3.37 -0.76  C41 1.098
47 H 0.32 3.00 -2.16  C41 1.092
48 H 0.66 4.44 -1.27  C41 1.090
49 C -4.50 -1.46 2.54  O50 1.224, N51 1.336, H54 1.101
50 O -5.12 -1.24 1.51  C49 1.224
51 N -3.29 -2.03 2.59  C49 1.336, C52 1.442, C53 1.461
52 C -2.56 -2.21 3.82  N51 1.442, H55 1.093, H56 1.091, H57 1.093
53 C -2.63 -2.35 1.33  N51 1.461, H58 1.087, H59 1.087, H60 1.090
54 H -4.94 -1.25 3.53  C49 1.101
55 H -2.32 -3.26 3.98  C52 1.093
56 H -3.15 -1.93 4.69  C52 1.091
57 H -1.65 -1.60 3.81  C52 1.093
58 H -1.96 -3.19 1.48  C53 1.087
59 H -3.41 -2.63 0.63  C53 1.087
60 H -2.09 -1.48 0.95  C53 1.090
61 C 0.56 4.59 2.27  C62 1.507, H65 1.089, H66 1.091, H67 1.091
62 C -0.84 5.15 2.33  C61 1.507, O63 1.208, C64 1.507
63 O -1.79 4.41 2.23  C62 1.208
64 C -1.01 6.65 2.41  C62 1.507, H68 1.089, H69 1.092, H70 1.090
65 H 1.34 5.34 2.17  C61 1.089
66 H 0.59 3.95 1.39  C61 1.091
67 H 0.75 4.01 3.17  C61 1.091
68 H -0.65 7.18 1.53  C64 1.089
69 H -0.50 7.01 3.30  C64 1.092
70 H -2.08 6.85 2.49  C64 1.090
71 C 2.36 1.52 -4.02  C72 1.461, H74 1.090, H75 1.092, H76 1.085
72 C 2.77 2.13 -2.76  C71 1.461, N73 1.147
73 N 3.04 2.69 -1.79  C72 1.147
74 H 1.36 1.86 -4.26  C71 1.090
75 H 2.33 0.45 -3.79  C71 1.092
76 H 3.02 1.75 -4.84  C71 1.085
77 C 3.11 1.51 4.27  C78 1.444, H80 1.088, H81 1.091, H82 1.089
78 C 3.45 0.47 5.21  C77 1.444, N79 1.146
79 N 3.71 -0.36 5.95  C78 1.146
80 H 4.01 2.05 3.97  C77 1.088
81 H 2.40 2.21 4.71  C77 1.091
82 H 2.59 1.10 3.41  C77 1.089
83 C 4.59 0.79 0.23  C84 1.470, H86 1.088, H87 1.088, H88 1.086
84 C 4.08 -0.25 1.14  C83 1.470, N85 1.146
85 N 3.66 -1.04 1.86  C84 1.146
86 H 3.86 1.60 0.20  C83 1.088
87 H 4.63 0.35 -0.76  C83 1.088
88 H 5.55 1.18 0.55  C83 1.086
89 C 1.64 -2.60 4.60  C90 1.460, H92 1.090, H93 1.093, H94 1.084
90 C 1.10 -2.57 3.25  C89 1.460, N91 1.147
91 N 0.65 -2.51 2.20  C90 1.147
92 H 2.73 -2.62 4.54  C89 1.090
93 H 1.34 -3.56 5.03  C89 1.093
94 H 1.35 -1.80 5.28  C89 1.084
95 C -2.60 1.54 2.91  C96 1.462, H98 1.091, H99 1.094, H100 1.082
96 C -1.23 1.49 3.44  C95 1.462, N97 1.150
97 N -0.16 1.39 3.85  C96 1.150
98 H -3.22 0.87 3.50  C95 1.091
99 H -2.59 1.12 1.90  C95 1.094
100 H -3.06 2.52 2.87  C95 1.082
101 C 0.46 0.47 0.92  C102 1.462, H104 1.090, H105 1.088, H106 1.082
102 C 0.82 0.09 -0.44  C101 1.462, N103 1.146
103 N 1.11 -0.19 -1.51  C102 1.146
104 H 0.18 1.52 0.90  C101 1.090
105 H 1.37 0.36 1.51  C101 1.088
106 H -0.36 -0.13 1.29  C101 1.082

As for the multiplicity: 1.

---

[2]
DFT (ωB97M-V/def2-TZVPD) results for a cluster of 3 separate species, C30H59N6O6 in total in a non-equilibrium geometry.

Each atom is followed by the atoms it is bonded to, with distances in Å.
Geometry (Å):
1 C 4.31 -2.36 2.33  C2 1.496, H33 1.086, H34 1.087, H35 1.081
2 C 5.39 -2.55 1.31  C1 1.496, O3 1.185, O4 1.358
3 O 6.54 -2.52 1.60  C2 1.185
4 O 5.03 -2.81 0.02  C2 1.358, C5 1.431
5 C 4.04 -1.94 -0.52  O4 1.431, C6 1.528, H36 1.093, H37 1.088
6 C 4.29 -1.75 -2.01  C5 1.528, C7 1.548, H38 1.083, H39 1.084
7 C 4.72 -0.30 -2.37  C6 1.548, C8 1.533, H40 1.087, H41 1.085
8 C 3.71 0.45 -3.24  C7 1.533, C9 1.544, H42 1.093, H43 1.086
9 C 2.26 0.47 -2.71  C8 1.544, C10 1.541, H44 1.095, H45 1.082
10 C 1.81 1.77 -2.01  C9 1.541, C11 1.553, N16 1.501, C23 1.544
11 C 2.59 1.89 -0.68  C10 1.553, C12 1.520, H46 1.087, H47 1.080
12 C 3.47 3.10 -0.39  C11 1.520, N13 1.480, N14 1.471, N15 1.462
13 N 3.76 3.05 1.06  C12 1.480, H48 1.012, H49 1.012
14 N 4.76 2.97 -1.09  C12 1.471, H50 1.015, H51 1.015
15 N 2.81 4.36 -0.70  C12 1.462, H52 1.016, H53 1.016
16 N 1.94 2.87 -3.02  C10 1.501, C17 1.531, H54 1.021, H55 1.020
17 C 0.72 3.78 -3.19  N16 1.531, C18 1.529, C21 1.519, H56 1.086
18 C 1.07 5.07 -3.94  C17 1.529, C19 1.515, H57 1.089, H58 1.088
19 C 1.73 6.18 -3.16  C18 1.515, N20 1.486, H59 1.087, H60 1.083
20 N 1.87 7.35 -4.07  C19 1.486, H61 1.013, H62 1.014
21 C -0.09 3.98 -1.91  C17 1.519, N22 1.474, H63 1.091, H64 1.079
22 N -0.27 2.77 -1.09  C21 1.474, C23 1.441, H65 1.014
23 C 0.31 1.60 -1.71  C10 1.544, N22 1.441, O24 1.398, H66 1.094
24 O 0.19 0.45 -0.91  C23 1.398, C25 1.402
25 C -0.80 0.44 0.08  O24 1.402, O26 1.184, C27 1.479
26 O -0.43 0.51 1.20  C25 1.184
27 C -2.23 0.28 -0.27  C25 1.479, C28 1.402, C32 1.396
28 C -3.06 -0.25 0.73  C27 1.402, C29 1.392, H67 1.077
29 C -4.42 -0.41 0.51  C28 1.392, C30 1.390, H68 1.079
30 C -4.98 -0.04 -0.70  C29 1.390, C31 1.398, H69 1.077
31 C -4.16 0.48 -1.71  C30 1.398, C32 1.391, H70 1.079
32 C -2.79 0.64 -1.49  C27 1.396, C31 1.391, H71 1.076
33 H 3.32 -2.58 1.95  C1 1.086
34 H 4.32 -1.32 2.65  C1 1.087
35 H 4.48 -2.98 3.19  C1 1.081
36 H 3.04 -2.36 -0.36  C5 1.093
37 H 4.07 -0.99 0.03  C5 1.088
38 H 5.13 -2.39 -2.24  C6 1.083
39 H 3.41 -2.02 -2.58  C6 1.084
40 H 5.64 -0.36 -2.95  C7 1.087
41 H 4.98 0.29 -1.50  C7 1.085
42 H 4.08 1.47 -3.38  C8 1.093
43 H 3.72 0.00 -4.23  C8 1.086
44 H 1.58 0.31 -3.55  C9 1.095
45 H 2.10 -0.38 -2.04  C9 1.082
46 H 1.89 1.79 0.15  C11 1.087
47 H 3.24 1.03 -0.59  C11 1.080
48 H 4.67 3.45 1.25  N13 1.012
49 H 3.76 2.09 1.36  N13 1.012
50 H 4.65 2.94 -2.10  N14 1.015
51 H 5.30 3.80 -0.88  N14 1.015
52 H 3.46 5.11 -0.45  N15 1.016
53 H 2.05 4.45 -0.04  N15 1.016
54 H 2.77 3.46 -2.91  N16 1.021
55 H 2.03 2.42 -3.93  N16 1.020
56 H 0.08 3.23 -3.87  C17 1.086
57 H 1.67 4.79 -4.80  C18 1.089
58 H 0.12 5.43 -4.33  C18 1.088
59 H 1.16 6.47 -2.28  C19 1.087
60 H 2.73 5.90 -2.86  C19 1.083
61 H 2.65 7.90 -3.73  N20 1.013
62 H 1.06 7.95 -3.93  N20 1.014
63 H -1.08 4.30 -2.25  C21 1.091
64 H 0.27 4.79 -1.30  C21 1.079
65 H 0.14 2.94 -0.18  N22 1.014
66 H -0.24 1.43 -2.64  C23 1.094
67 H -2.61 -0.52 1.67  C28 1.077
68 H -5.03 -0.80 1.32  C29 1.079
69 H -6.04 -0.14 -0.87  C30 1.077
70 H -4.61 0.77 -2.64  C31 1.079
71 H -2.20 1.06 -2.29  C32 1.076
72 C 0.66 -5.55 5.29  C73 1.519, H77 1.091, H78 1.090, H79 1.091
73 C 0.31 -5.17 3.86  C72 1.519, O74 1.418, H80 1.090, H81 1.095
74 O 1.42 -4.74 3.09  C73 1.418, C75 1.417
75 C 2.46 -5.69 2.92  O74 1.417, C76 1.519, H82 1.096, H83 1.091
76 C 2.03 -6.98 2.23  C75 1.519, H84 1.090, H85 1.090, H86 1.091
77 H 1.15 -4.72 5.80  C72 1.091
78 H -0.25 -5.82 5.84  C72 1.090
79 H 1.33 -6.41 5.33  C72 1.091
80 H -0.37 -4.32 3.87  C73 1.090
81 H -0.22 -5.99 3.36  C73 1.095
82 H 2.94 -5.91 3.88  C75 1.096
83 H 3.21 -5.19 2.31  C75 1.091
84 H 1.29 -7.52 2.81  C76 1.090
85 H 2.89 -7.63 2.09  C76 1.090
86 H 1.59 -6.76 1.26  C76 1.091
87 C -8.63 -3.27 1.90  C88 1.519, H92 1.091, H93 1.090, H94 1.090
88 C -8.04 -2.29 2.89  C87 1.519, O89 1.418, H95 1.091, H96 1.095
89 O -8.01 -0.95 2.43  C88 1.418, C90 1.418
90 C -9.27 -0.37 2.11  O89 1.418, C91 1.519, H97 1.096, H98 1.090
91 C -10.24 -0.32 3.28  C90 1.519, H99 1.090, H100 1.090, H101 1.091
92 H -8.08 -3.24 0.95  C87 1.091
93 H -8.57 -4.29 2.29  C87 1.090
94 H -9.68 -3.06 1.68  C87 1.090
95 H -7.00 -2.55 3.08  C88 1.091
96 H -8.56 -2.35 3.85  C88 1.095
97 H -9.72 -0.88 1.26  C90 1.096
98 H -9.04 0.64 1.78  C90 1.090
99 H -10.50 -1.32 3.63  C91 1.090
100 H -11.16 0.18 2.98  C91 1.090
101 H -9.80 0.23 4.11  C91 1.091

As for the multiplicity: 1. Its net charge is +1.

---

For reference, Kohn-Sham gap by record: 0.345; 0.314 Eh.
For reference, HOMO level by record: -9.16; -11.13 eV.